# 1
A structure of composition C37H29F6N7O5S5Ti, computed with the ωB97M-V functional and the def2-TZVPD basis.

```
90
Properties=species:S:1:pos:R:3:forces:R:3:lowdin_spin:R:1
Ti 0.3445 -1.1423 -0.1562 -0.072 0.142 0.161 0.040
H -0.3337 -2.9145 2.1839 0.021 0.006 0.011 0.004
S 1.5027 -2.2746 -4.3929 -0.078 -0.081 0.026 0.000
C -5.4516 -2.1003 -2.0566 0.013 0.020 -0.029 0.000
C -5.3740 -0.9097 -1.3220 0.008 0.016 -0.020 0.000
S -1.9552 -1.1982 0.7511 -0.136 -0.124 0.041 0.004
N 2.0697 -0.2995 -0.4745 0.072 0.033 -0.131 0.004
C 3.3751 -0.7463 -0.3132 0.026 0.013 0.018 0.000
S -2.1976 -4.1343 -0.9731 0.047 0.017 -0.011 0.000
H 4.7950 -2.2611 -0.4909 0.000 -0.009 -0.032 0.000
F -2.5271 -1.6049 -4.2242 -0.016 0.019 0.061 0.000
C 0.9245 3.3998 2.1777 -0.014 0.013 -0.005 0.001
H 1.7765 1.4038 -1.6726 0.009 0.005 -0.015 0.000
C -0.2070 2.1922 0.3092 -0.069 -0.004 -0.075 0.001
S -0.3472 -0.3602 -3.4410 0.073 -0.044 0.033 0.000
O -0.4894 -0.9500 -2.1060 -0.053 -0.192 -0.090 0.001
C 1.5579 -1.4742 4.6212 -0.001 0.002 -0.002 0.171
C 2.9742 -1.1668 -4.4524 -0.035 0.029 -0.013 0.000
H -1.4971 -3.5952 0.0363 0.027 0.049 -0.002 0.000
H 5.3629 -0.2683 0.1873 0.002 -0.002 -0.005 0.000
H -4.2252 0.2237 0.0744 0.000 0.041 -0.005 0.000
H 3.8033 -4.0726 0.4910 0.001 0.000 0.003 0.000
N 0.3932 1.2004 -0.2124 0.106 -0.046 0.120 0.001
F 2.9950 -0.4519 -5.5745 0.012 0.000 0.001 0.000
H 2.4589 0.3338 6.2316 0.002 -0.001 -0.001 0.003
H -4.3406 3.2297 2.1692 0.001 -0.003 -0.001 0.000
C 1.9526 -1.6376 5.9793 -0.004 -0.001 0.003 0.119
C 4.0626 1.4962 0.3140 -0.012 -0.013 -0.006 0.000
C -2.0644 -0.3676 -4.1073 -0.004 0.005 0.012 0.000
O 0.8375 -2.8016 -0.2705 0.025 -0.060 -0.181 0.008
N 0.7335 -1.1457 1.8978 0.011 0.013 -0.012 0.154
N 0.2948 -1.2646 -4.5182 0.099 0.147 0.032 0.000
H 0.0271 4.6213 -0.8519 0.001 0.000 0.000 0.000
H -1.9437 2.6842 2.3787 -0.005 -0.002 -0.002 0.000
S 1.6498 -3.0072 6.9010 0.000 0.001 0.000 0.187
C 1.5297 5.7192 1.9807 0.006 0.006 -0.007 0.000
C 2.8604 2.0088 0.0518 0.018 0.002 0.020 0.001
H 2.7002 0.3466 4.1690 -0.003 0.000 -0.002 0.004
H 1.9489 -4.2537 -1.1418 -0.018 -0.007 0.030 0.000
N -7.4383 -2.5919 -3.6354 0.010 0.002 0.002 0.000
C 3.7092 -2.1950 -0.5626 -0.016 0.033 -0.003 0.000
O 0.0699 1.0109 -3.4481 -0.041 0.001 -0.037 0.000
C 1.8210 1.1404 -0.6034 0.008 0.018 -0.020 0.001
C -3.3511 -2.8211 -1.0870 -0.011 0.014 0.008 0.000
C 1.4736 4.5496 2.7254 -0.006 -0.009 0.009 0.000
H -4.1190 2.6150 -2.0613 0.000 -0.003 0.001 0.000
F 4.0849 -1.9043 -4.3935 0.015 -0.003 0.012 0.000
O 1.5833 -3.0497 -5.5873 0.002 0.002 -0.010 0.000
H 2.9392 -2.8286 1.3799 -0.001 0.009 0.000 0.001
H 1.9673 6.6128 2.4068 0.001 -0.001 0.000 0.000
H 1.9630 0.5340 1.9031 -0.002 0.008 0.009 0.002
C 1.8027 -3.8203 -0.1496 -0.026 -0.017 0.029 0.001
C -4.4477 -3.0423 -1.9188 0.031 0.000 -0.018 0.000
H 2.7727 -0.6902 7.5453 0.001 0.001 0.001 0.004
C -1.6924 2.2957 0.2805 -0.002 0.029 0.023 0.000
C 0.4264 3.4228 0.8800 -0.011 -0.008 0.023 0.000
C 1.9849 -0.3816 3.8088 -0.004 0.004 0.012 0.050
N 2.6732 -0.5993 6.5472 -0.003 0.004 0.001 0.043
H 0.3574 -3.2715 4.4980 0.002 -0.001 -0.001 0.003
C -4.3742 2.9827 0.0357 -0.003 -0.102 0.015 0.000
H 1.8645 4.5282 3.7347 0.002 0.001 -0.002 0.000
C -6.5575 -2.3640 -2.9329 -0.016 -0.005 0.004 0.000
H 1.4074 -4.5896 0.5203 0.000 0.014 0.024 0.000
H -5.4198 3.2438 -0.0608 -0.014 0.009 -0.005 0.000
F 2.9684 -0.3278 -3.4127 -0.010 0.009 -0.016 0.000
H 3.4392 -2.4433 -1.5913 -0.036 -0.020 -0.019 0.000
H 4.8448 2.1349 0.7076 -0.001 0.003 0.001 0.000
C -6.4000 0.0892 -1.4194 -0.019 0.009 0.031 0.000
C -2.4261 2.6516 1.4094 0.012 0.033 -0.011 0.000
C -3.2368 -1.6067 -0.3823 0.004 0.059 -0.004 0.002
C 1.5772 -0.2682 2.5153 0.014 0.010 -0.003 0.060
H 1.0455 6.6587 0.1123 0.000 -0.001 -0.001 0.000
F -2.0806 0.2208 -5.2991 -0.003 -0.015 0.003 0.000
C 0.7107 -2.4051 3.9573 -0.001 0.001 0.005 0.047
O 1.5889 -2.9117 -3.1131 0.056 0.016 -0.012 0.000
H 2.6730 3.0635 0.1730 0.019 -0.020 -0.005 0.000
C 0.3311 -2.2136 2.6685 0.007 -0.001 0.024 0.075
N -7.2145 0.8985 -1.4811 0.029 0.027 -0.004 0.000
H -1.7207 2.0039 -1.8366 -0.002 0.012 0.013 0.000
H -4.5228 -3.9730 -2.4663 -0.005 -0.001 0.004 0.000
C 4.3566 0.1029 0.0577 -0.002 -0.012 0.021 0.004
H 0.8916 2.4814 2.7510 0.012 -0.021 0.001 0.002
C -3.7674 2.9714 1.2879 -0.016 -0.018 0.005 0.000
C -4.2821 -0.6899 -0.4988 -0.009 0.033 -0.046 0.000
C -3.6450 2.6258 -1.0879 0.002 -0.048 -0.026 0.000
C -2.3078 2.2691 -0.9663 0.028 0.000 0.008 0.000
C 0.4454 4.6036 0.1475 -0.001 -0.008 -0.014 0.000
C 1.0130 5.7453 0.6921 0.002 -0.001 0.001 0.000
F -2.8576 0.3194 -3.2841 -0.045 -0.033 0.026 0.000
C 3.0986 -3.2441 0.3814 -0.008 -0.006 0.019 0.000
```
Forces are in eV/Å.

Calculated values
- Highest occupied orbital energy (alpha / beta): -0.13222 / -0.20767 Eh
- Energy above the lowest of the compared OMol25 structures with the same formula, charge and spin: 43.3 kcal/mol
- Net charge: -1
- E_LUMO (alpha / beta): 1.54 / 1.49 eV
- Electronic energy: -153108.97624 eV
- Multiplicity: 2
- Strongest force on any atom: 0.226 eV Å⁻¹

***

# 2
A cluster of 2 separate species, C2H7N3O2 in total, computed with the ωB97M-V functional and the def2-TZVPD basis.

```
14
Properties=species:S:1:pos:R:3:forces:R:3:lowdin_charge:R:1
H -2.7687 -0.0897 0.3397 0.029 0.003 -0.048 0.081
H 1.1668 0.3131 1.6510 0.195 0.125 -0.118 0.106
N -0.6195 1.2670 0.1762 1.168 1.106 0.414 0.138
O 0.1768 -0.3738 -1.2640 -0.708 0.554 0.580 0.003
O 2.2473 1.5618 -0.0755 0.321 -0.991 0.409 -0.096
C -0.8212 0.2124 -0.4514 0.804 -1.211 -0.900 -0.537
H 2.3242 -1.0104 1.5596 0.032 0.117 -0.254 0.109
H -0.1170 -1.2039 -1.6589 -0.197 0.168 0.140 0.092
N 2.0160 -0.0975 1.2639 -0.431 -0.034 0.421 0.076
H 0.3575 1.6603 0.0555 -1.389 -0.593 -0.147 0.042
H -2.5775 -0.5442 -1.3680 -0.067 -0.077 0.032 0.085
C -2.1039 -0.5531 -0.3841 -0.061 0.078 -0.161 -0.034
H -1.9203 -1.5883 -0.0974 -0.002 -0.068 -0.003 0.080
N 2.6394 0.4461 0.2533 0.305 0.823 -0.363 -0.144
```
Forces are in eV/Å.

Calculated values
- SMILES string: [H]/N=C(/C)O.NN=O
- Highest occupied orbital energy: -0.34534 Eh
- Energy above the lowest of the compared OMol25 structures with the same formula, charge and spin: 83.2 kcal/mol
- Net charge: 0
- E_LUMO: 0.62 eV
- Electronic energy: -10750.46804 eV
- Strongest force on any atom: 1.709 eV Å⁻¹

***

# 3
The molecule C4H4ClN, computed with the ωB97M-V functional and the def2-TZVPD basis.

```
10
Properties=species:S:1:pos:R:3:forces:R:3:lowdin_charge:R:1
N 0.3062 -1.0856 -0.0508 0.674 -1.234 0.594 0.001
C -1.0749 0.6870 -0.0682 0.001 -1.202 1.000 -0.092
H -1.9743 1.2986 -0.1361 0.322 -0.369 0.239 0.095
H 0.7061 2.1414 0.1227 -0.613 -0.449 -0.296 0.105
H 0.7644 -2.0076 -0.0150 -0.990 0.718 0.027 0.165
H -1.7934 -1.4775 0.1121 0.521 0.627 -0.226 0.111
Cl 2.7504 -0.0060 -0.0122 0.654 -0.314 0.002 0.691
C 0.2629 1.1434 0.0231 0.831 0.123 -0.466 -0.126
C 1.0581 0.0190 -0.0228 -0.054 1.787 0.124 -0.819
C -1.0054 -0.7128 0.0471 -1.346 0.312 -0.998 -0.132
```
Forces are in eV/Å.

Calculated values
- SMILES string: Clc1ccc[nH]1
- Highest occupied orbital energy: -0.29884 Eh
- Energy above the lowest of the compared OMol25 structures with the same formula, charge and spin: 6.0 kcal/mol
- Net charge: 0
- E_LUMO: 0.91 eV
- Electronic energy: -18224.87924 eV
- Strongest force on any atom: 1.792 eV Å⁻¹

***

# 4
A cluster of 2 separate species, C2H9NS2 in total, computed with the ωB97M-V functional and the def2-TZVPD basis.

```
14
Properties=species:S:1:pos:R:3:forces:R:3:lowdin_charge:R:1
H 2.5837 -0.0626 1.5710 -1.035 -0.531 0.311 0.045
S -3.5957 -1.5837 0.3768 -0.674 -0.895 -2.156 0.397
H 4.2173 0.7079 -0.2816 -1.924 1.153 1.450 0.107
H -1.8965 -0.1287 1.0337 0.427 -0.144 0.153 0.018
H -3.0543 0.6470 0.0041 0.733 -0.361 -0.456 0.034
C 3.2615 1.2176 0.2838 0.955 -3.823 -6.490 -0.207
N 2.3218 0.1055 0.6088 0.585 1.857 -0.101 -0.080
H -1.7729 -0.4677 -0.7444 -0.206 0.193 0.393 0.029
H 3.6636 1.7526 1.0390 0.698 2.140 2.471 0.007
S -4.2136 -1.6851 -1.7328 0.140 -0.133 1.593 0.306
H 1.4276 0.6037 0.5116 0.098 -0.963 0.897 0.049
C -2.4369 -0.2696 0.1054 -0.395 1.272 0.253 -0.576
H 2.8054 1.7481 -0.6063 0.612 0.169 1.459 0.081
H -3.3111 -2.5850 -2.1692 -0.015 0.066 0.222 -0.209
```
Forces are in eV/Å.

Calculated values
- SMILES string: CSS.CN
- Highest occupied orbital energy: -0.33791 Eh
- Energy above the lowest of the compared OMol25 structures with the same formula, charge and spin: 35.1 kcal/mol
- Net charge: 0
- E_LUMO: 0.13 eV
- Electronic energy: -25379.19407 eV
- Strongest force on any atom: 7.593 eV Å⁻¹

***

# 5
A structure of composition C28H41BrFN6O3Ti, computed with the ωB97M-V functional and the def2-TZVPD basis.

```
81
Properties=species:S:1:pos:R:3:forces:R:3:lowdin_spin:R:1
H 1.0055 4.7410 -4.7486 -0.009 0.007 0.010 0.000
C -2.0633 -0.7511 -3.0046 -0.137 -0.087 -0.051 0.013
C 4.3387 -0.8275 0.1269 -0.043 -0.028 -0.098 0.004
H 1.3914 -5.6473 1.2805 0.005 0.011 -0.010 0.000
H 2.9486 -1.3654 -1.2919 0.041 0.090 0.064 0.004
H -0.4853 5.2657 -3.9366 0.012 0.010 -0.009 0.000
C 0.3031 2.6625 -3.0557 -0.175 0.019 -0.150 0.020
H -2.2117 0.8973 3.8019 0.009 -0.009 0.014 0.000
H 5.4617 0.6861 1.2251 0.045 -0.121 -0.017 0.000
C -4.0383 -0.1365 2.0754 0.068 0.042 -0.021 0.000
H -2.4415 -2.8290 3.5508 -0.005 -0.007 -0.008 0.000
N -1.7219 -1.0172 1.7790 0.206 -0.148 0.247 0.008
C -3.3096 0.1178 -4.8780 0.165 0.272 -0.022 0.023
Br 1.0646 -3.6647 -0.8458 0.021 0.055 -0.080 0.008
C 0.5298 1.7696 -2.0467 -0.319 -0.185 -0.117 0.024
C -2.7996 2.3275 -5.9288 0.020 0.054 0.018 0.000
C 1.5234 2.1483 -0.9920 0.189 0.136 0.035 0.011
H -2.7399 4.0499 -4.6185 -0.012 -0.005 0.003 0.000
H 3.1548 0.2394 -1.1487 0.071 -0.056 0.049 0.003
C -3.0626 -0.8628 -3.9362 0.084 -0.227 0.247 0.004
H 3.5658 1.5985 3.5348 0.007 0.014 -0.006 0.000
C -0.0774 4.8100 -4.8409 0.027 -0.039 0.043 0.000
O 0.0287 -0.4011 -1.2039 -1.041 0.465 -1.789 -0.024
H -3.7513 0.8743 1.7728 -0.005 -0.010 0.002 0.000
H -0.2329 3.0041 -5.9797 0.003 -0.029 0.027 0.001
N 1.8827 0.7820 2.5042 0.111 -0.021 0.258 0.006
H 2.0145 1.4920 1.7832 0.032 0.101 0.225 0.001
C -0.7390 3.4723 -5.1278 -0.086 0.216 -0.172 0.003
H -0.7343 0.6081 2.3568 -0.057 -0.093 -0.107 0.002
C 1.4835 -3.1424 5.2288 -0.005 0.024 0.017 -0.001
H -3.8754 2.4101 -6.0857 0.001 -0.009 0.022 0.000
F -3.8388 -1.9596 -3.9264 0.015 0.056 -0.030 -0.001
N -0.9868 0.1659 1.4789 -0.012 0.190 -0.449 0.015
H 1.1947 -1.2311 3.2946 -0.039 -0.083 0.040 0.001
N 1.2062 -2.3143 1.5595 -0.180 -0.103 -0.093 0.012
H -1.4935 -0.6373 4.3675 0.008 0.021 0.010 0.000
H -2.3673 2.0352 -6.8905 0.012 0.003 0.001 0.000
H -0.2844 5.4760 -5.6768 -0.009 -0.006 -0.011 0.000
N 3.0668 -0.6203 -0.6056 -0.139 -0.201 -0.349 0.023
C -2.3969 -0.1659 3.9716 -0.011 -0.055 -0.009 0.000
H -3.5078 -2.8724 2.1379 0.006 -0.001 0.010 0.000
H 1.1725 -2.1407 5.5240 0.009 -0.002 0.008 0.000
H 5.1887 -0.8341 -0.5576 -0.010 0.100 -0.042 0.000
H 4.2910 -1.8175 0.5852 0.050 -0.006 -0.045 0.000
H -4.1242 -0.0074 -5.5793 0.000 0.005 -0.004 0.001
H -4.8662 -0.0404 2.7783 -0.005 -0.006 0.001 0.000
N -0.6434 2.5208 -3.9953 0.082 -0.050 0.050 0.041
H 3.5636 -1.2414 2.4686 0.061 -0.021 -0.011 0.001
H -1.5271 0.8563 0.9430 -0.001 -0.112 0.246 0.002
H -4.4018 -0.6701 1.1944 -0.016 0.003 0.006 0.000
C -2.2076 3.6544 -5.4882 0.033 -0.060 0.004 0.001
C 4.0748 -0.2830 2.5875 -0.090 -0.053 0.032 0.002
C 1.3677 -4.6868 1.7738 -0.040 -0.186 -0.097 -0.002
H 2.5075 -3.2926 5.5749 -0.002 0.004 -0.002 0.000
C 1.2349 -3.5273 1.0286 0.083 0.029 0.136 0.015
O 1.2699 1.6448 0.1737 -0.134 0.405 -0.523 0.023
C 1.4580 -4.5786 3.1453 -0.003 0.090 0.001 0.015
H 2.8425 0.1807 4.2778 -0.014 0.017 0.005 0.000
C 1.2518 -2.2355 2.9005 0.039 0.007 0.041 0.014
C -1.2623 0.3924 -3.0082 -0.030 0.302 -0.394 0.003
Ti 0.9807 -0.3473 0.4034 1.158 -0.347 2.557 1.596
H 0.8531 -3.8619 5.7508 -0.007 0.002 -0.010 0.000
O 2.4651 2.8813 -1.2445 -0.115 0.022 -0.139 0.014
C 3.1104 0.6287 3.3176 -0.046 -0.092 0.059 0.001
H 0.9124 3.5517 -3.0971 0.030 -0.027 0.004 0.001
H 1.5669 -5.4693 3.7515 0.000 -0.001 0.007 0.001
H -2.2883 4.3929 -6.2850 0.014 -0.003 -0.004 0.000
H 3.7954 1.0579 0.9061 0.125 0.077 0.028 0.001
H 1.1489 1.1487 3.1031 0.040 0.072 0.007 0.001
C -1.4804 1.3953 -3.9813 0.241 -0.113 0.327 0.018
C -3.2606 -2.3161 3.0455 -0.056 0.028 -0.022 0.000
C -2.8611 -0.8837 2.7074 -0.225 0.049 -0.139 0.001
H -1.8964 -1.5363 -2.2813 0.025 0.015 0.015 0.001
C 1.3936 -3.3207 3.7416 -0.036 -0.079 0.043 0.000
H 4.9599 -0.4872 3.1918 0.004 0.104 0.056 0.000
C -0.2157 0.5568 -2.0287 0.234 -0.311 0.205 0.084
H -2.0126 -1.4205 0.8931 0.002 0.009 0.098 0.001
C -2.5187 1.2555 -4.9099 -0.314 -0.125 -0.237 0.004
H -4.1393 -2.3254 3.6904 0.000 -0.011 0.013 0.000
H -3.1730 -0.2285 4.7338 0.004 -0.017 0.006 0.000
C 4.4647 0.2461 1.2041 0.038 0.022 -0.029 0.002
```
Forces are in eV/Å.

Calculated values
- Highest occupied orbital energy (alpha / beta): -0.29016 / -0.40294 Eh
- Energy above the lowest of the compared OMol25 structures with the same formula, charge and spin: 18.7 kcal/mol
- Net charge: +1
- E_LUMO (alpha / beta): -2.55 / -2.54 eV
- Electronic energy: -140658.76803 eV
- Multiplicity: 3
- Strongest force on any atom: 2.828 eV Å⁻¹

***

# 6
The molecule C5H10O, computed with the ωB97M-V functional and the def2-TZVPD basis.

```
16
Properties=species:S:1:pos:R:3:forces:R:3:lowdin_charge:R:1
C -1.1709 -1.5982 -0.5743 -0.029 -0.048 0.040 -0.097
C 1.3067 1.2742 0.2005 0.051 0.150 -0.096 -0.076
H -0.8866 0.2055 -1.7297 0.116 -0.057 0.117 0.117
H -1.5537 -2.1402 -1.4458 0.077 0.071 0.131 0.070
H 0.5873 -0.7343 -1.4994 -0.112 0.097 0.164 0.116
H 2.0246 1.0866 -0.5958 -0.194 0.026 0.125 0.103
C 0.0158 0.5090 0.1699 0.204 -0.156 -0.130 -0.542
H -0.5757 -2.2968 0.0245 -0.105 0.102 -0.055 0.073
H 1.6420 -0.7537 1.1290 -0.139 0.140 -0.110 0.104
H 1.3113 2.3006 0.5635 -0.072 -0.190 -0.012 0.102
O -1.1320 1.1213 0.7176 0.006 0.257 -0.029 0.003
H 0.7736 0.4616 2.1966 0.174 -0.090 -0.138 0.108
H -2.0259 -1.2760 0.0285 0.115 -0.043 -0.101 0.074
H -1.0437 2.0755 0.6213 -0.088 -0.105 -0.068 0.098
C -0.3295 -0.3951 -0.9979 0.044 0.025 0.009 -0.185
C 1.0566 0.1601 1.1916 -0.050 -0.180 0.152 -0.069
```
Forces are in eV/Å.

Calculated values
- SMILES string: CCC1(O)CC1
- Highest occupied orbital energy: -0.35716 Eh
- Energy above the lowest of the compared OMol25 structures with the same formula, charge and spin: 24.4 kcal/mol
- Net charge: 0
- E_LUMO: 1.02 eV
- Electronic energy: -7393.70919 eV
- Strongest force on any atom: 0.288 eV Å⁻¹